Entry 1:
92
Properties=species:S:1:pos:R:3 method="wB97M-V/def2-TZVPD" energy_ha=-5006.15384 homo_ev=-11.269 relative_energy_kj_mol=174.14 charge=+1
V -0.83 1.41 -0.17
C 3.24 5.26 4.66
C 3.45 3.75 4.84
C 3.23 3.37 6.31
C 4.89 3.41 4.45
C 2.44 3.01 3.96
C 2.82 2.16 2.93
C 1.85 1.59 2.13
Se 2.41 0.48 0.65
C 2.67 1.87 -0.65
C 3.88 2.52 -0.73
C 4.05 3.55 -1.66
C 3.00 3.83 -2.51
C 1.76 3.17 -2.50
C 1.61 2.20 -1.51
O 0.42 1.54 -1.26
C 0.72 3.59 -3.55
C -0.54 2.72 -3.59
C 1.36 3.51 -4.94
C 0.29 5.04 -3.26
C 5.37 4.33 -1.69
C 6.52 3.35 -2.00
C 5.59 4.97 -0.32
C 5.37 5.43 -2.76
C 0.49 1.82 2.35
O -0.37 1.27 1.43
C 0.07 2.61 3.43
C 1.08 3.20 4.18
C -1.39 2.90 3.82
C -1.57 2.60 5.32
C -2.44 2.08 3.07
C -1.67 4.39 3.56
H 3.98 5.81 5.26
H 2.25 5.58 4.98
H 3.37 5.55 3.61
H 3.97 3.88 6.94
H 3.35 2.29 6.46
H 2.24 3.65 6.66
H 5.57 3.98 5.09
H 5.11 3.69 3.42
H 5.11 2.35 4.59
H 3.86 1.94 2.73
H 4.67 2.24 -0.06
H 3.12 4.61 -3.25
H -0.31 1.66 -3.73
H -1.15 3.03 -4.44
H -1.16 2.84 -2.70
H 1.70 2.49 -5.15
H 2.21 4.18 -5.05
H 0.62 3.79 -5.70
H -0.17 5.12 -2.27
H -0.45 5.36 -4.00
H 1.13 5.73 -3.30
H 6.61 2.58 -1.23
H 7.46 3.89 -2.05
H 6.36 2.85 -2.96
H 5.69 4.22 0.47
H 4.76 5.63 -0.06
H 6.51 5.57 -0.33
H 5.24 5.02 -3.76
H 6.32 5.95 -2.73
H 4.58 6.16 -2.57
H 0.78 3.85 4.99
H -1.36 1.55 5.53
H -2.60 2.80 5.61
H -0.92 3.20 5.95
H -2.24 1.01 3.13
H -2.54 2.38 2.03
H -3.41 2.26 3.54
H -1.02 5.04 4.15
H -2.71 4.63 3.83
H -1.54 4.64 2.50
N 0.07 -1.86 1.39
C 1.01 -2.90 0.96
C 0.45 -3.93 -0.04
C 0.12 -3.41 -1.45
C -1.20 -2.66 -1.61
N -1.00 -1.20 -1.51
H -0.57 -2.21 2.08
H -0.44 -1.49 0.61
H 1.35 -3.43 1.85
H 1.89 -2.43 0.51
H -0.45 -4.38 0.40
H 1.18 -4.73 -0.15
H 0.09 -4.29 -2.10
H 0.93 -2.78 -1.81
H -1.91 -2.97 -0.85
H -1.64 -2.89 -2.59
H -1.91 -0.76 -1.62
H -0.43 -0.88 -2.29
O -2.46 0.94 -0.62
O -2.26 2.35 -0.48

***

Entry 2:
41
Properties=species:S:1:pos:R:3 method="wB97M-V/def2-TZVPD" energy_ha=-1739.50103 smiles="CCc1cc(OCCCSc2nc(C)cc(=O)[nH]2)ccc1Cl" homo_ev=-8.519 relative_energy_kj_mol=0.02
C -5.07 -0.01 -2.90
H -5.27 -0.48 -3.86
H -4.59 0.96 -3.07
H -6.01 0.16 -2.39
C -4.16 -0.90 -2.05
C -3.86 -0.25 -0.73
C -2.70 0.49 -0.57
C -2.41 1.14 0.63
C -3.31 1.04 1.69
C -4.47 0.31 1.54
C -4.74 -0.33 0.34
Cl -6.21 -1.25 0.21
H -5.17 0.23 2.36
H -3.09 1.54 2.61
O -1.31 1.90 0.87
C -0.27 1.97 -0.08
C 0.59 0.70 -0.11
C 1.24 0.47 1.24
H 1.92 1.28 1.49
H 0.48 0.36 2.02
S 2.21 -1.06 1.27
C 3.65 -0.55 0.42
N 3.73 0.66 -0.02
C 4.87 1.03 -0.67
C 5.90 0.16 -0.87
C 5.83 -1.20 -0.39
O 6.67 -2.07 -0.50
N 4.62 -1.47 0.27
H 4.50 -2.41 0.64
H 6.80 0.45 -1.39
C 4.89 2.44 -1.15
H 4.05 2.62 -1.82
H 4.77 3.11 -0.30
H 5.82 2.67 -1.66
H -0.03 -0.16 -0.37
H 1.36 0.82 -0.87
H 0.34 2.82 0.24
H -0.67 2.19 -1.08
H -2.03 0.56 -1.41
H -3.23 -1.09 -2.58
H -4.65 -1.86 -1.88

***

Entry 3:
10
Properties=species:S:1:pos:R:3 method="wB97M-V/def2-TZVPD" energy_ha=-607.23951 homo_ev=-8.067 relative_energy_kj_mol=439.26
C -1.90 -0.02 -0.13
C 0.65 -0.10 0.05
N -0.70 -0.69 -0.05
O -4.26 0.82 -0.11
S -3.41 -0.43 0.10
H -1.95 1.51 -0.58
H 1.28 -0.99 -0.29
H 0.62 0.86 -0.62
H 0.78 0.18 1.15
H -0.63 -1.63 0.34

***

Entry 4:
26
Properties=species:S:1:pos:R:3 method="wB97M-V/def2-TZVPD" energy_ha=-423.72582 homo_ev="-7.228 / -7.222" relative_energy_kj_mol=561.35
C 2.94 -0.91 0.34
C 1.90 -0.69 1.09
C -0.20 1.29 -0.65
C -0.86 1.17 0.72
C -0.31 -0.02 0.02
C 1.12 2.00 -0.79
C -2.35 1.36 0.87
C -0.36 -1.88 -1.49
N -1.38 -2.05 0.63
N -0.94 -1.16 -0.38
H 3.91 -1.19 0.76
H 2.92 -0.83 -0.73
H 1.81 -0.73 2.16
H -0.87 1.45 -1.50
H -0.28 1.56 1.54
H 1.60 1.74 -1.72
H 1.77 1.72 0.03
H 0.97 3.08 -0.77
H -2.70 0.91 1.80
H -2.88 0.90 0.04
H -2.59 2.42 0.90
H -1.11 -2.59 -1.86
H -0.09 -1.18 -2.27
H 0.53 -2.44 -1.17
H -0.58 -2.38 1.17
H -1.99 -1.54 1.26